Entry 1:
{
  "formula": "C24H39BN7PdS5",
  "method": "wB97M-V/def2-TZVPD",
  "species": ["H", "C", "H", "C", "H", "H", "H", "C", "C", "H", "H", "N", "H", "H", "C", "H", "N", "C", "C", "S", "C", "N", "H", "H", "H", "S", "H", "C", "H", "N", "H", "C", "H", "S", "H", "C", "Pd", "N", "C", "B", "C", "C", "H", "H", "C", "C", "C", "H", "C", "C", "H", "C", "H", "C", "S", "C", "C", "C", "H", "H", "H", "H", "S", "H", "H", "H", "H", "H", "H", "N", "H", "H", "H", "N", "H", "H", "H"],
  "coordinates": [[-2.35049, -3.78261, 4.70269], [1.74093, -4.80526, -2.14115], [0.65421, -4.15825, 5.10523], [0.57809, -2.39330, -3.35470], [-5.71774, 0.47901, 1.92692], [2.33252, 4.15768, 3.27347], [2.68078, -3.61219, -4.45014], [-4.80403, 0.34422, 1.34664], [-5.94818, 1.38456, -0.59704], [3.42315, 5.55902, 1.82845], [1.95935, 2.41121, -3.15392], [-1.60749, 1.22814, -1.54560], [-4.85001, -0.62688, 0.86060], [2.99638, -3.43497, -0.14270], [-0.13022, -1.25585, -3.27827], [2.45030, -5.62564, -2.03307], [0.86524, 1.87970, -1.38663], [3.31546, -3.46710, -3.57668], [2.60675, 3.20870, -1.20852], [-1.07227, -2.14544, 3.49674], [1.83091, 3.57254, 2.50221], [0.36292, -0.51158, -2.23076], [-5.89058, 0.46348, -1.17809], [4.17482, -4.24012, -1.19081], [-3.95674, 0.35279, 2.02850], [0.03557, -3.13705, 0.86597], [-6.86882, 1.36609, -0.01402], [2.99988, 5.08860, 0.94193], [-1.66313, 3.02382, -2.72237], [-3.51196, 1.52760, -0.50230], [3.84206, -2.51787, -3.68268], [4.00248, 2.84390, 1.50647], [-0.20627, 1.34777, -3.23470], [2.21815, -0.71996, -0.20104], [4.68716, 2.92766, 0.66168], [1.86807, 2.50960, -2.08732], [-0.00167, -0.75083, 0.68361], [-0.06114, -4.45826, 3.15880], [1.00756, 2.17199, -0.08191], [-0.15468, 0.95812, -2.09660], [2.71035, 3.61976, 1.25868], [-0.27693, -4.43169, 4.60252], [3.71978, 5.21568, 0.13534], [1.13007, -5.01332, -3.01898], [3.49792, -3.38879, -1.10623], [1.36478, -1.21551, -1.63904], [-1.34829, -3.37371, 4.81792], [3.46483, 3.83100, -1.37150], [-0.31697, -3.34010, 2.48891], [-4.78854, 2.80636, 1.13905], [3.78341, 1.78794, 1.67018], [2.52032, -3.49536, -2.26837], [-4.04187, 3.39433, -1.45310], [-2.15596, 2.41606, -1.98553], [-2.24385, -0.83092, 0.16702], [-2.45036, 0.69643, -0.63100], [-3.32519, 2.60228, -1.35504], [-4.75299, 1.49438, 0.34983], [-6.00476, 2.22678, -1.28625], [4.05332, -4.26890, -3.56329], [4.50205, 3.23807, 2.39161], [-0.59632, -5.41045, 4.95462], [-0.02419, 1.50360, 1.13959], [-0.92961, -0.89151, -3.89809], [-1.26193, -2.88980, 5.78681], [-3.88260, 2.91268, 1.73701], [1.09777, -4.79026, -1.26222], [-4.88666, 3.68062, 0.49746], [-5.64668, 2.79372, 1.81006], [2.05738, 3.01225, 0.04998], [1.69303, 2.56273, 2.87381], [2.08158, 5.61525, 0.67976], [0.45225, -5.19984, 2.70751], [1.52258, -2.36799, -2.34265], [0.85235, 4.01876, 2.32273], [4.09007, -2.47796, -1.14663], [0.50248, -3.20563, -4.05139]],
  "spin_multiplicity": 1,
  "homo_ev": -9.927,
  "energy_ha": -3464.9129,
  "total_charge": 1,
  "de_lowest_ev": 0.000,
  "lumo_energy_ev": -2.8490,
  "molar_mass_g_mol": 703.2
}

***

Entry 2:
{
  "formula": "C24H39ClN2O2SiYb",
  "method": "wB97M-V/def2-TZVPD",
  "species": ["Yb", "H", "N", "Si", "C", "H", "C", "H", "H", "H", "H", "H", "H", "H", "H", "C", "C", "C", "C", "H", "C", "C", "H", "H", "H", "H", "C", "H", "C", "Cl", "H", "N", "H", "C", "C", "H", "C", "C", "H", "C", "H", "H", "H", "C", "H", "H", "H", "H", "C", "H", "H", "C", "H", "H", "H", "C", "O", "C", "C", "H", "H", "H", "C", "C", "H", "C", "H", "H", "H", "O"],
  "coordinates": [[0.53984, -0.01846, -0.21090], [1.55427, -5.08498, 0.09325], [0.33720, 2.22394, -0.24204], [-0.49108, -0.11262, 4.02847], [-1.46227, -1.20012, -4.29582], [2.38686, -3.88627, -1.03100], [2.49791, -2.20278, 0.96442], [1.06443, -4.03174, 2.38731], [0.08666, -2.49634, 2.33502], [-0.05319, -1.60801, 5.86658], [3.14034, -2.93858, 1.46041], [2.28679, -1.37718, 1.67026], [2.48120, 3.80469, -1.12778], [-1.73561, 0.01244, -0.21700], [0.23048, 2.55126, 2.32577], [0.57442, 3.42166, 1.74505], [1.62772, 4.07694, -0.49408], [-1.19955, 0.01010, -2.19591], [-1.33461, -2.52056, -2.11682], [-2.23661, -2.44371, -1.46785], [-1.30803, 2.53702, -2.08657], [-2.24693, 0.27395, 4.41486], [-2.63781, 3.01303, -4.64746], [3.06969, 1.71875, 0.00216], [-1.43393, -3.34519, -2.82270], [-0.87161, 3.21095, -4.87759], [0.42289, -3.39479, 1.78828], [-0.89054, -3.16475, -4.91200], [0.03163, -1.71127, 4.78043], [2.31668, -0.04958, -1.80229], [2.36917, 1.32819, 1.60571], [0.26773, -2.23609, -0.23250], [2.99789, -1.79007, 0.07218], [-1.18854, 1.24100, -2.88893], [-0.20791, -2.93162, -1.21309], [-0.46655, -3.94183, 1.43760], [-1.45458, 1.24241, -4.28360], [2.59212, 2.14847, 0.89794], [-2.36291, 0.27404, 5.50211], [1.50858, -4.12184, -0.41737], [-0.79994, 0.86589, 1.82755], [-2.90207, -0.49009, 3.98677], [3.25790, 2.86465, 1.39065], [-0.24907, -0.02515, 2.23502], [-1.81574, 0.03013, -6.01001], [-1.43731, 3.36965, -2.77845], [-2.54519, 1.25326, 4.02837], [-0.61999, -2.52697, 4.45799], [1.24192, -2.99632, 0.56938], [-1.83606, 2.28139, -6.05394], [0.53606, 1.13436, 5.87968], [-1.71655, 2.52323, -4.99789], [-2.18443, 2.44752, -1.40474], [0.36655, 2.23149, 4.50262], [-0.30837, 3.98610, 1.40409], [-1.58411, 0.02457, -4.94824], [0.45700, 4.10346, -1.39866], [0.62834, 1.20459, 4.78927], [-0.14542, 2.92794, -1.22157], [-1.85572, -2.21985, -6.07498], [0.85107, 0.16366, 2.04977], [-2.65509, -2.96242, -4.67266], [-1.19655, -1.21401, -2.90080], [-1.73335, -2.47266, -5.02196], [1.68728, 1.04766, 4.53910], [1.35269, 2.97451, 0.51674], [1.06921, -1.96617, 4.54443], [1.72068, 5.04457, 0.00321], [1.24830, 4.04249, 2.32173], [0.36571, -4.12795, -1.35700]],
  "spin_multiplicity": 2,
  "homo_ev": [-2.257, -2.312],
  "energy_ha": -3106.2508,
  "total_charge": -1,
  "de_lowest_ev": 2.564,
  "lumo_energy_ev": [2.8334, 2.8262],
  "s2": 0.764,
  "molar_mass_g_mol": 624.2
}

***

Entry 3:
{
  "formula": "C24H39F9O24P",
  "method": "wB97M-V/def2-TZVPD",
  "species": ["O", "H", "H", "O", "C", "O", "F", "H", "H", "C", "F", "O", "H", "O", "H", "P", "C", "H", "O", "O", "F", "H", "H", "H", "O", "C", "C", "H", "O", "H", "O", "C", "H", "C", "H", "H", "O", "O", "C", "H", "H", "H", "C", "O", "O", "O", "H", "F", "H", "O", "C", "F", "H", "C", "C", "C", "F", "C", "H", "H", "C", "H", "C", "H", "C", "O", "O", "C", "O", "H", "F", "C", "C", "H", "H", "H", "C", "H", "O", "F", "C", "O", "H", "O", "O", "C", "O", "H", "H", "H", "H", "H", "C", "H", "F", "H", "H"],
  "coordinates": [[4.87321, -21.29202, -1.14697], [7.97848, -17.65386, -8.46959], [10.03121, -18.70808, -4.94593], [4.18534, -24.73560, -7.33870], [3.70946, -26.73735, -5.88393], [15.77302, -20.11798, -4.34339], [11.29447, -23.09008, -3.30626], [12.04278, -25.66241, -4.85729], [9.31649, -21.60649, -0.30371], [10.88780, -16.06798, -1.73759], [11.51913, -20.57114, 0.07055], [12.03240, -24.24719, 1.59775], [10.55289, -18.03230, -6.57966], [14.12980, -20.91801, -2.90814], [7.94566, -16.27191, -9.45937], [10.30925, -22.49758, -4.48572], [6.53276, -23.51003, -7.31855], [15.63211, -21.29599, -0.65065], [7.90358, -19.83603, -10.06620], [15.77491, -25.02840, -6.31738], [7.40614, -18.79927, -3.08789], [11.77120, -21.53171, -1.68466], [6.45915, -20.25006, -4.88733], [15.01826, -19.78711, -6.16600], [9.84951, -19.71647, -11.18076], [8.93900, -19.19661, -10.56936], [7.51525, -15.89151, -4.31962], [13.99041, -20.74411, -5.26175], [6.11475, -24.33768, -6.24386], [12.80322, -27.16076, -4.33390], [15.98668, -19.87327, -2.15810], [9.54619, -14.28187, -1.03847], [12.02206, -18.69001, -3.27340], [14.92971, -25.21653, -5.52838], [9.78781, -22.98410, -1.38338], [11.81797, -18.73547, -1.46750], [10.27672, -23.12502, 0.70868], [12.22426, -22.75335, -0.12916], [11.42900, -21.74768, -0.72484], [3.52497, -27.19586, -6.83607], [8.09509, -21.73040, -11.04003], [15.41899, -21.53890, -5.84325], [8.12109, -21.24990, -10.01287], [8.91274, -17.91025, -10.29372], [9.70581, -15.44694, -1.85053], [13.87218, -26.04041, -5.79035], [10.18279, -19.75730, -6.32832], [9.37443, -21.92010, -5.64341], [7.06155, -22.66434, -6.88450], [14.77976, -24.67881, -4.27541], [12.96505, -26.13906, -4.62210], [11.60540, -22.18916, -5.37413], [7.34991, -21.64871, -9.34041], [15.55751, -20.18205, -0.81907], [9.95364, -18.74860, -6.03937], [10.09271, -22.32707, -0.57524], [14.26880, -26.06984, -2.63243], [5.70195, -21.03814, -2.02502], [3.72919, -27.44270, -5.11884], [6.59625, -16.36810, -4.13426], [11.56737, -23.45557, 0.82591], [7.12227, -24.02400, -8.10339], [6.66391, -20.87752, -4.00187], [8.52796, -13.86626, -1.13447], [7.86374, -17.33676, -9.52660], [5.39908, -21.10421, -3.31745], [11.79400, -15.67371, -1.06737], [5.02215, -25.05210, -6.60713], [6.43729, -17.82119, -6.02694], [8.58684, -20.45187, -3.07638], [10.45667, -21.00613, -3.89468], [11.97100, -18.12597, -2.40740], [7.54006, -20.18664, -3.01786], [6.95021, -17.73818, -9.84696], [10.28311, -13.51247, -1.26213], [5.70913, -23.15214, -7.94827], [15.20838, -20.37631, -3.08911], [16.07887, -19.63014, -0.04814], [8.51452, -18.72346, -6.36039], [10.32582, -23.96600, -5.13891], [13.70735, -25.30374, -3.56881], [8.33360, -16.81980, -5.22317], [7.07640, -21.84748, -4.28524], [6.99505, -20.63723, -1.79479], [10.80854, -17.18565, -2.49281], [15.03788, -20.61214, -5.54875], [4.94873, -26.07993, -5.78173], [9.06398, -21.46847, -9.50429], [7.45174, -14.97944, -4.94956], [2.84265, -25.99989, -5.69360], [8.15061, -15.80672, -3.42498], [9.60264, -14.59879, 0.07217], [7.67828, -17.78091, -5.82540], [13.14402, -24.57047, -3.07324], [9.01203, -22.85389, -3.57256], [14.47830, -19.88870, -0.71293], [12.90705, -17.53211, -2.27963]],
  "spin_multiplicity": 1,
  "homo_ev": -8.821,
  "energy_ha": -3984.1910,
  "total_charge": -1,
  "lumo_energy_ev": 2.1031,
  "molar_mass_g_mol": 913.5
}